Formula: C13H28ClCrIN3O2P2
Source: the Open Molecules 2025 dataset
Level of theory: the ωB97M-V functional and the def2-TZVPD basis

Each line ends with the Löwdin spin population.
Positions of all 51 atoms, in Å:
1 I 0.9541 -2.7268 -1.6209  0.063
2 Cr -0.1949 -0.6552 -1.0000  3.036
3 Cl -1.7530 0.9967 -1.6351  -0.010
4 P -2.0647 -1.2218 0.5482  -0.026
5 P 1.3645 1.1488 -1.6582  -0.028
6 O -1.4231 -2.0414 -4.6314  0.000
7 O -0.0682 1.5763 1.3836  0.006
8 N 1.0147 -0.4307 1.1842  -0.029
9 N 1.3279 1.0128 3.0863  -0.002
10 N 2.2890 -2.4542 1.3047  0.003
11 C 1.2736 1.3640 -3.4727  0.006
12 C -2.8258 0.0818 -4.3014  0.000
13 C 0.7197 0.7350 1.8346  -0.001
14 C 2.5412 -0.9835 3.0225  -0.001
15 C -2.8598 0.0284 1.6050  -0.009
16 C -3.4673 -1.8165 -0.4498  0.005
17 C -1.6523 -2.5605 1.6870  -0.002
18 C 2.2219 0.1836 3.6718  0.001
19 C 1.0073 2.2334 3.7867  0.000
20 C 1.2082 2.8729 -1.0706  -0.009
21 C -2.0476 -1.0782 -4.4801  0.001
22 C 3.0978 0.7535 -1.3111  -0.002
23 C 1.9143 -1.2551 1.7957  -0.001
24 H -1.1080 -3.3429 1.1474  0.000
25 H 1.3085 3.1174 3.2207  0.000
26 H 3.2840 0.8516 -0.2338  0.000
27 H -3.1636 0.8770 0.9834  0.000
28 H -3.7359 -0.4157 2.0993  -0.002
29 H 2.0806 2.0498 -3.7760  0.000
30 H 3.2609 -1.7078 3.4352  0.000
31 H -2.5764 -2.9667 2.1219  -0.001
32 H 3.0164 -2.9651 1.8021  0.000
33 H 2.0124 -2.7594 0.3619  0.004
34 H -4.2353 -2.2136 0.2266  0.000
35 H -2.1472 0.3929 2.3539  0.000
36 H 2.0158 3.4813 -1.5096  -0.002
37 H -0.0562 2.2957 4.0232  0.000
38 H 1.3984 0.3786 -3.9405  0.000
39 H 1.2628 2.8785 0.0273  0.000
40 H 3.2972 -0.2802 -1.6148  0.000
41 H 1.5866 2.1783 4.7129  0.000
42 H -3.1063 -2.5995 -1.1252  0.000
43 H 0.2895 1.7809 -3.7330  0.000
44 H -3.5126 0.2848 -5.1543  0.000
45 H -3.3777 -0.0518 -3.3662  0.000
46 H 2.6380 0.4913 4.6246  0.000
47 H -1.0074 -2.1734 2.4837  0.000
48 H 0.2246 3.2569 -1.3657  0.000
49 H -2.0975 0.9216 -4.1802  0.000
50 H -3.8681 -0.9809 -1.0363  0.000
51 H 3.7392 1.4572 -1.8677  -0.001

* orbital gap (spin up / spin down): 6.414 / 6.851 eV
* net charge: +2
* F_max: 5.5 eV/A
* multiplicity: 4